[1]
The following is a DFT calculation (ωB97M-V/def2-TZVPD) of a molecular structure, C24H45GeN7STl in a non-equilibrium geometry.

Its lowest unoccupied orbital energy is -3.2 eV.

Structure (ORCA input):
```
! wB97M-V def2-TZVPD RIJCOSX def2/J DEFGRID3
* xyz 1 1
Tl 1.08 -0.31 -0.82
Ge 0.50 3.71 -2.71
S -0.13 2.88 0.29
N -0.57 -0.97 -3.63
N 1.50 -2.53 -3.01
N 0.37 0.46 5.72
N -1.33 -1.62 -1.29
N -1.83 1.40 5.94
N 3.17 -1.95 -0.48
N 0.59 -2.41 0.39
C 3.68 -2.53 -1.77
C 3.04 -2.99 0.55
C 2.52 -3.34 -2.47
C -4.17 2.20 5.48
C -3.50 -0.64 -1.61
C -1.73 -2.02 -0.03
C 1.73 0.87 5.45
C 2.69 -0.37 5.60
C -3.91 -1.00 -0.30
C -2.65 0.22 -4.31
C 2.31 4.30 -2.16
C -2.70 2.50 5.69
C 0.18 -1.39 -4.76
C 0.76 2.65 -4.33
C 1.56 -1.94 -4.37
C -1.06 -3.28 1.95
C -3.06 -1.83 0.43
C -2.24 -0.94 -2.06
C -1.74 -0.54 -3.37
C -0.81 5.13 -2.98
C -0.70 -2.67 0.75
C -0.47 2.84 -1.31
C 1.59 -3.35 0.90
C -0.59 1.32 5.43
H 3.72 -0.10 5.40
H -0.44 -2.13 -5.35
H -4.85 -0.75 0.16
H 1.27 1.73 -4.00
H 0.52 -2.78 -2.90
H -2.09 0.52 -5.20
H -1.30 2.34 -1.88
H -0.22 2.12 4.76
H 2.45 -1.15 4.85
H -3.57 -2.32 1.22
H -2.16 0.63 6.51
H 1.48 -3.40 2.01
H 2.54 -0.80 6.63
H 1.68 1.20 4.40
H -0.33 -3.73 2.59
H 2.34 -1.16 -4.44
H 2.10 -4.04 -1.78
H 4.51 -3.21 -1.59
H -4.35 1.31 4.81
H 1.45 -4.41 0.44
H -2.08 -3.58 2.03
H 2.31 4.12 -1.09
H -2.51 3.24 6.48
H -3.49 -0.40 -4.61
H 3.51 -3.92 0.23
H -4.19 -0.07 -2.30
H -4.63 2.02 6.46
H 3.49 -2.69 1.51
H 3.80 -1.19 -0.16
H -4.69 3.06 5.04
H 0.29 -0.51 -5.37
H 3.04 3.70 -2.73
H -1.81 4.68 -3.16
H 2.41 5.39 -2.33
H 4.00 -1.71 -2.46
H -3.01 1.18 -3.93
H 2.04 1.74 6.05
H -0.61 5.85 -3.83
H -2.23 2.99 4.78
H 2.98 -3.95 -3.33
H 0.29 -0.39 6.31
H 1.89 -2.75 -5.11
H 1.44 3.22 -4.95
H -0.13 2.44 -4.88
H -0.95 5.73 -2.06
*
```

Mulliken atomic charges, in units of e: 0.74 0.38 -0.12 0.18 0.18 -0.13 0.02 -0.13 -0.25 0.01 -0.89 -0.94 -0.84 -1.14 -0.54 0.50 -0.34 -1.24 -0.86 -1.93 -1.11 -0.21 -0.69 -0.95 -0.78 -1.88 -0.96 0.83 0.08 -1.09 1.10 -0.14 -0.47 0.21 0.38 0.31 0.44 0.09 0.15 0.37 0.05 0.16 0.31 0.36 0.27 0.18 0.36 0.32 0.34 0.32 0.40 0.39 0.32 0.27 0.24 0.35 0.30 0.43 0.23 0.30 0.33 0.39 0.32 0.35 0.49 0.34 0.35 0.36 0.39 0.41 0.32 0.36 0.24 0.34 0.31 0.29 0.49 0.34 0.33

[2]
The following is a DFT calculation (ωB97M-V/def2-TZVPD) of 4 unconnected molecules or ions with the total composition C24H45IN2O12P3 in a non-equilibrium geometry.

Its lowest unoccupied orbital energy is -4.8 eV.

Structure (ORCA input):
```
! wB97M-V def2-TZVPD RIJCOSX def2/J DEFGRID3
* xyz 1 1
I 0.83 -1.03 4.12
P -1.46 4.44 1.07
P -0.29 3.11 -0.19
P -0.04 -2.10 2.10
O -2.85 -4.73 -1.91
O -6.88 3.21 -0.55
O -0.56 -1.80 -5.55
O -3.69 -3.25 -0.43
O -6.37 1.22 0.23
O -2.60 5.18 0.24
O 7.71 2.14 3.86
O 5.52 2.05 3.82
O -2.10 3.58 2.09
O 1.20 -2.43 1.09
O -1.14 -3.54 -6.75
O -0.50 5.50 1.72
N -2.34 1.33 0.10
N -3.00 0.25 0.44
C 8.95 2.82 3.65
C 6.43 4.24 3.74
C -3.04 -3.59 -1.59
C -6.69 -0.13 0.57
C -2.75 -3.17 0.67
C -0.29 -3.88 -4.47
C 4.41 -0.03 0.47
C -8.39 1.48 -1.17
C -3.10 -1.89 1.44
C 1.25 0.67 1.07
C 6.51 2.73 3.78
C 3.51 1.20 0.20
C -2.29 -0.69 1.02
C -1.05 1.48 0.30
C 9.44 3.49 4.91
C -2.29 -5.66 -6.41
C -0.64 -2.99 -5.64
C -0.90 -0.67 1.27
C -1.10 -4.95 -7.03
C -0.22 0.50 0.86
C -7.18 2.05 -0.46
C 2.07 0.82 -0.22
C -6.32 -1.07 -0.56
C 5.28 0.12 1.74
H 5.11 -0.71 2.43
H 5.07 -0.17 -0.39
H -1.74 -3.18 0.25
H -2.69 -2.78 -2.26
H 3.53 1.86 1.07
H -2.29 -5.58 -5.32
H -2.28 -6.72 -6.68
H -9.16 2.24 -1.17
H -5.27 -0.96 -0.81
H -6.51 -2.11 -0.27
H 1.13 -3.37 0.90
H -7.73 -0.22 0.88
H 0.55 -3.43 -3.94
H 7.30 4.72 3.28
H 1.60 -0.24 1.54
H -0.15 -5.38 -6.72
H 3.81 -0.95 0.57
H -1.15 -3.94 -3.79
H 1.44 1.46 1.80
H -6.89 -0.86 -1.46
H 6.34 0.08 1.49
H 3.98 1.77 -0.61
H 8.87 3.51 2.81
H 1.73 1.62 -0.88
H -3.01 -2.02 2.51
H 9.66 2.04 3.35
H -6.09 -0.36 1.45
H 5.11 1.07 2.25
H -1.15 -5.04 -8.11
H 2.14 -0.10 -0.80
H 10.42 3.95 4.74
H 5.57 4.52 3.14
H -2.93 -4.03 1.32
H 9.54 2.77 5.72
H -0.70 3.38 -1.52
H -8.11 1.25 -2.20
H -3.45 4.74 0.39
H 8.75 4.26 5.25
H 0.02 -4.88 -4.74
H -4.15 -1.69 1.22
H 6.30 4.61 4.75
H -3.22 -5.22 -6.76
H -0.67 5.46 2.68
H -2.89 2.08 -0.31
H -8.80 0.60 -0.69
*
```

Mulliken atomic charges, in units of e: 0.00 0.94 -0.29 0.03 -0.47 -0.56 -0.58 -0.29 -0.40 -0.48 -0.35 -0.65 -0.62 -0.43 -0.36 -0.48 0.46 -0.64 -0.40 -1.13 0.12 -0.57 -0.62 -0.65 -0.33 -0.96 -0.54 -1.10 0.93 -0.94 -0.08 0.31 -0.99 -0.83 0.78 0.06 -0.40 1.17 0.77 -0.52 -0.82 -0.78 0.31 0.40 0.50 0.43 0.43 0.17 0.35 0.33 0.16 0.35 0.35 0.46 0.29 0.37 0.20 0.36 0.15 -0.05 0.55 0.42 0.37 0.45 0.35 0.32 0.54 0.33 0.32 -0.09 0.30 0.29 0.36 0.30 0.29 0.31 0.15 0.26 0.36 0.28 0.33 -0.20 0.28 0.30 0.36 0.30 0.33

[3]
The following is a DFT calculation (ωB97M-V/def2-TZVPD) of 3 unconnected molecules or ions with the total composition C24H45N5O11P2 in a non-equilibrium geometry.

Its SMILES is CNC[C@H](OC[C@@H](NN=C=O)OC#N)c1cccnc1.CCOP(=O)(OCC)OCC.CCOP(=O)(OCC)OCC. Its lowest unoccupied orbital energy is -0.9 eV.

Structure (ORCA input):
```
! wB97M-V def2-TZVPD RIJCOSX def2/J DEFGRID3
* xyz 0 1
P -3.77 -1.31 2.40
P -0.99 0.68 -5.13
O 6.20 0.24 -0.11
O -2.62 -1.18 1.23
O -1.44 -0.37 -6.12
O -1.10 1.99 -6.12
O -4.50 0.00 1.63
O -2.41 0.87 -4.30
O 2.64 -2.54 -2.47
O 3.12 1.05 0.88
O -0.26 1.74 -4.03
O -4.82 -2.32 1.61
O -3.07 -2.35 3.26
N 4.92 -1.80 -2.29
N 5.11 2.88 3.52
N 4.97 -0.39 -2.01
N 1.15 -1.34 3.67
N 7.32 -1.57 1.20
C 2.89 0.47 3.20
C -0.92 1.85 -7.52
C 4.15 2.65 2.42
C 6.73 -0.79 0.59
C 3.71 -2.10 -2.46
C 3.84 1.14 2.12
C -0.85 -2.81 1.08
C -2.27 1.82 -8.22
C -5.36 0.89 3.75
C 1.08 -0.93 4.97
C 0.37 1.22 -2.87
C 6.46 2.31 3.25
C 2.86 0.96 4.62
C 3.95 1.16 -0.27
C -5.59 0.66 2.27
C 1.20 -0.02 -3.15
C 2.00 -0.63 2.88
C 1.90 0.19 5.44
C -2.77 -0.52 -2.34
C 4.84 -0.11 -0.57
C -7.00 -2.67 2.59
C -3.12 -0.26 -3.79
C -1.24 -1.41 1.53
C -5.62 -3.24 2.33
H -5.16 -3.55 3.27
H 4.51 3.24 1.52
H 2.01 -0.95 1.79
H -0.66 -0.67 0.98
H 6.58 1.86 2.23
H -2.80 2.76 -8.06
H 1.78 0.49 6.52
H -2.93 -1.16 -4.39
H 1.92 0.17 -3.94
H -4.41 1.41 3.92
H -7.67 -3.43 3.00
H 1.01 2.00 -2.47
H -5.31 -0.06 4.30
H -7.44 -2.27 1.67
H -1.74 -0.87 -2.25
H -0.36 2.72 -7.87
H -1.03 -1.26 2.59
H -6.95 -1.85 3.32
H -2.91 1.03 -7.82
H -2.15 1.66 -9.29
H -0.39 1.02 -2.11
H 4.79 0.54 2.08
H 4.29 0.15 -2.55
H -5.71 1.62 1.78
H 7.21 3.12 3.48
H -5.72 -4.14 1.71
H -2.86 0.40 -1.75
H -6.17 1.48 4.18
H -0.95 -2.90 0.00
H 3.25 1.29 -1.15
H 0.57 -0.86 -3.47
H -4.18 -0.03 -3.87
H 3.16 3.13 2.71
H 5.16 3.88 3.71
H 4.63 2.06 -0.28
H 0.19 -3.02 1.35
H 3.50 1.79 5.00
H -3.42 -1.28 -1.91
H -1.49 -3.57 1.53
H -6.51 0.10 2.10
H 1.73 -0.33 -2.25
H 6.66 1.51 4.03
H -0.33 0.97 -7.76
H 4.43 -1.00 0.00
H 0.41 -1.44 5.70
*
```

Mulliken atomic charges, in units of e: 1.12 1.11 -0.41 -0.47 -0.74 -0.38 -0.30 -0.37 -0.33 -0.29 -0.35 -0.28 -0.75 -0.65 -0.19 -0.03 -0.37 -0.48 -0.43 -0.32 -0.98 0.57 0.72 1.25 -1.19 -1.08 -1.24 -0.44 -0.35 -0.70 -0.49 -0.22 -0.14 -0.80 -0.03 -0.36 -0.63 -0.11 -1.05 -0.61 -0.15 -0.28 0.27 0.39 0.15 0.32 0.14 0.28 0.30 0.33 0.40 0.36 0.42 0.34 0.36 0.26 -0.04 0.35 0.34 0.20 0.27 0.37 0.18 -0.03 0.43 0.33 0.34 0.34 0.31 0.38 0.25 0.05 0.55 0.36 0.34 0.28 0.26 0.39 0.47 0.47 0.29 0.20 -0.04 0.23 0.33 0.34 0.35

[4]
The following is a DFT calculation (ωB97M-V/def2-TZVPD) of 7 unconnected molecules or ions with the total composition C24H45NO22 in a non-equilibrium geometry.

Its SMILES is CC[C@H](C)OC(=O)OOC#N.COC(=O)OC.COC(=O)OC.COC(=O)OC.COC(=O)OC.COC(=O)OC.COC(=O)OC. Its lowest unoccupied orbital energy is -0.8 eV.

Structure (ORCA input):
```
! wB97M-V def2-TZVPD RIJCOSX def2/J DEFGRID3
* xyz 0 1
O -5.71 0.08 1.77
O 4.45 0.44 -2.09
O 5.75 2.27 -8.85
O 6.08 1.73 -3.00
O 4.38 -3.29 4.00
O 4.81 0.59 -7.87
O -1.46 2.64 5.52
O -1.59 2.68 -3.87
O 5.82 1.73 -0.85
O -2.07 -2.18 0.34
O -7.36 -1.30 2.47
O 0.18 4.18 5.34
O 3.31 -2.25 5.68
O 4.15 1.13 -9.97
O -0.75 0.93 -2.70
O -3.19 -3.85 1.15
O -2.71 0.73 -3.59
O -3.55 -3.25 -1.00
O -1.87 4.86 5.31
O -7.63 0.93 2.25
O 2.27 -3.94 4.62
O 3.94 -2.79 2.70
N 4.06 -0.35 2.62
C 1.14 3.12 5.42
C 0.15 -2.68 4.83
C -2.99 -3.11 0.06
C 5.68 1.27 -4.29
C 5.36 1.23 -1.99
C 5.89 3.12 -9.99
C 3.85 -0.47 -7.88
C -8.98 0.78 2.69
C 0.42 1.71 -2.43
C -3.78 1.28 -4.36
C -6.94 -0.20 2.19
C 1.12 -3.38 3.89
C -3.27 4.57 5.36
C -4.85 -1.07 1.66
C 3.26 -3.09 4.85
C -1.76 -1.31 -0.75
C 4.84 1.31 -8.99
C 5.08 1.28 0.30
C -4.16 -4.89 0.99
C -1.67 1.56 -3.43
C 4.11 -1.50 2.66
C -1.09 3.78 5.40
C 0.46 -4.57 3.18
C 0.36 -1.16 4.95
H 3.94 -0.96 -6.91
H 2.12 3.59 5.37
H 0.08 -4.26 2.21
H 1.04 2.59 6.37
H 4.05 1.59 0.23
H 4.08 -1.19 -8.67
H -3.45 1.52 -5.37
H -0.85 -2.85 4.42
H -9.41 1.77 2.69
H 4.65 1.55 -4.50
H 1.20 -5.37 3.06
H -1.01 -0.62 -0.38
H 1.08 1.07 -1.84
H 1.41 -0.90 4.81
H -3.53 4.10 6.30
H -4.19 2.16 -3.88
H 5.55 1.74 1.17
H 5.14 0.20 0.39
H 4.96 3.64 -10.20
H 6.67 3.84 -9.73
H -5.13 -4.48 0.74
H -3.84 -5.59 0.21
H 1.45 -2.68 3.12
H 0.20 -3.18 5.80
H -3.77 5.53 5.27
H 6.33 1.75 -5.01
H 6.20 2.55 -10.86
H -5.26 -1.78 0.94
H 1.02 2.42 4.60
H 0.17 2.60 -1.87
H -3.90 -0.70 1.31
H -9.01 0.37 3.70
H 5.80 0.19 -4.36
H -4.21 -5.40 1.94
H 0.05 -0.80 5.92
H 2.85 -0.09 -8.01
H -4.54 0.50 -4.40
H -1.36 -1.87 -1.59
H -0.35 -4.96 3.79
H 0.93 1.98 -3.36
H -2.64 -0.75 -1.06
H -3.56 3.93 4.53
H -4.72 -1.54 2.63
H -0.22 -0.67 4.16
H -9.54 0.13 2.02
*
```

Mulliken atomic charges, in units of e: -0.34 -0.57 -0.29 -0.34 -0.18 -0.23 -0.55 -0.55 -0.35 -0.07 -0.55 -0.32 -0.39 -0.54 -0.21 -0.19 -0.26 -0.58 -0.32 -0.33 -0.37 -0.24 -0.39 -0.63 -0.72 0.57 -0.58 0.80 -0.64 -0.68 -0.63 -0.73 -0.68 0.74 0.93 -0.61 -0.54 0.52 -0.81 0.74 -0.62 -0.70 0.71 0.64 0.82 -1.49 -1.13 0.20 0.25 0.27 0.29 0.29 0.31 0.30 0.40 0.22 0.25 0.38 0.25 0.23 0.25 0.29 0.31 0.30 0.23 0.30 0.21 0.31 0.32 0.15 0.35 0.21 0.26 0.30 0.28 0.28 0.35 0.22 0.30 0.29 0.21 0.34 0.33 0.22 0.37 0.36 0.32 0.33 0.29 0.35 0.33 0.30

[5]
The following is a DFT calculation (ωB97M-V/def2-TZVPD) of a molecular structure, C24H46IrN2O7PS3Si3 in a non-equilibrium geometry.

The relative energy (zero: lowest compared OMol25 entry of this formula, charge and spin) is 0.00 kJ/mol. Its lowest unoccupied orbital energy (spin up / spin down) is -3.7 / -3.7 eV.

Structure (ORCA input):
```
! wB97M-V def2-TZVPD RIJCOSX def2/J DEFGRID3
* xyz 1 2
Ir 0.10 0.19 -0.48
S -3.37 -1.89 -3.45
S -1.68 -2.03 -0.91
S -1.10 -3.12 0.78
P -2.72 -3.29 -2.30
Si 2.01 -1.54 -2.40
Si 2.87 0.15 0.09
Si 2.27 1.59 -2.59
O -2.82 1.05 3.62
O -2.56 1.41 -3.40
O -0.85 0.95 -2.15
O -1.74 -4.28 -2.98
O 1.48 -0.44 0.96
O -0.87 0.83 2.54
O -3.67 -4.21 -1.47
N -2.21 0.89 0.13
N -3.16 -2.22 2.53
C 1.78 -3.01 -1.22
C 3.66 -1.78 -3.27
C -2.54 -6.56 -3.25
C -2.91 1.02 -1.01
C 4.14 1.78 -2.78
C 1.47 -0.77 2.35
C 1.58 3.17 -1.79
C -1.40 -5.70 -2.76
C -0.99 -5.97 -1.33
C 1.59 1.48 -4.33
C -4.99 1.06 0.15
C -2.33 -2.59 1.82
C -2.06 0.91 2.53
C 0.67 -1.66 -3.72
C 3.28 1.81 0.82
C -4.81 -3.75 -0.66
C -6.03 -3.64 -1.54
C -4.28 0.99 1.33
C -2.06 1.10 -2.23
C 4.31 -1.00 0.34
C -4.30 1.10 -1.04
C -2.89 0.92 1.27
C 1.92 0.10 -1.50
C -4.96 -4.77 0.45
H 3.87 -0.97 -3.97
H -5.88 -2.93 -2.34
H -3.53 1.46 -3.39
H 0.57 -1.33 2.57
H -5.16 -5.75 0.02
H 1.96 0.61 -4.87
H 1.38 -2.71 -0.25
H 2.73 -3.52 -1.04
H -0.13 -0.93 -3.59
H 1.02 3.75 -2.53
H 3.91 2.38 0.15
H -2.84 -6.27 -4.25
H 4.74 -0.90 1.34
H -5.80 -4.49 1.09
H -2.21 -7.60 -3.28
H 1.09 -1.50 -4.71
H 4.48 1.28 -3.69
H -6.28 -4.62 -1.97
H -6.07 1.11 0.16
H -4.06 -4.83 1.06
H 0.21 -2.65 -3.72
H 1.49 0.14 2.96
H -0.16 -5.34 -1.02
H -4.77 0.97 2.29
H 4.72 1.36 -1.95
H -3.40 -6.49 -2.58
H 1.94 2.36 -4.87
H -0.54 -5.81 -3.42
H 4.06 -2.04 0.16
H -2.24 1.04 4.39
H 0.89 2.96 -0.97
H 3.62 -2.71 -3.85
H 3.82 1.69 1.76
H 2.38 2.40 1.02
H 2.34 -1.39 2.56
H 5.10 -0.72 -0.37
H 0.50 1.47 -4.36
H -4.54 -2.77 -0.25
H 4.41 2.83 -2.86
H 4.50 -1.85 -2.58
H -6.88 -3.32 -0.93
H -0.66 -7.01 -1.26
H -4.84 1.17 -1.97
H 2.37 3.80 -1.40
H -1.83 -5.84 -0.65
H 1.10 -3.73 -1.67
*
```

Mulliken atomic charges, in units of e: 2.14 -0.34 -0.34 -0.16 -0.19 0.33 -0.14 1.16 -0.45 -0.45 -1.23 -0.27 0.03 -0.41 0.24 0.08 -0.57 -0.28 -1.16 -1.43 1.49 -1.35 -1.14 -1.34 0.56 -0.79 -1.15 -1.06 0.44 -0.03 -0.71 -1.19 1.16 -1.46 -0.62 0.32 -1.20 -0.92 0.41 0.26 -1.52 0.28 0.32 0.30 0.13 0.38 0.29 0.00 0.50 0.02 0.41 0.35 0.36 0.44 0.47 0.48 0.47 0.37 0.30 0.49 0.29 0.23 0.31 0.09 0.56 0.29 0.18 0.47 0.41 0.33 0.39 0.20 0.42 0.45 0.31 0.36 0.34 0.19 -0.19 0.42 0.31 0.44 0.52 0.28 0.43 0.09 -0.23